[1]
{
  "formula": "C3H5NO2S",
  "method": "the ωB97M-V functional and the def2-TZVPD basis",
  "elements": ["O", "N", "C", "C", "O", "C", "S", "H", "H", "H", "H", "H"],
  "xyz": [[-1.244627, -0.386036, 1.506228], [-0.443750, -0.660917, 0.419145], [0.577842, -1.673482, 0.500325], [1.215871, -1.394077, -0.836597], [1.121008, 0.032971, -0.987156], [0.039300, 0.396398, -0.340226], [-0.606987, 1.905445, -0.250275], [-1.347234, 0.589253, 1.501879], [0.079861, -2.622566, 0.657155], [1.207666, -1.519392, 1.447530], [0.626866, -1.796515, -1.684479], [2.241751, -1.660004, -0.945284]],
  "forces_ev_per_angstrom": [[0.09, -0.50, 0.19], [0.36, 1.48, -1.36], [-0.06, 0.07, 2.21], [-0.33, -0.45, -0.84], [0.27, -0.18, -0.38], [-1.41, 0.37, 1.89], [0.14, -0.03, -0.18], [0.13, 0.12, -0.26], [0.23, -0.44, -0.51], [-0.35, 0.03, -1.43], [0.26, -0.21, 0.60], [0.66, -0.25, 0.07]],
  "orbital_gap_ev": 9.69,
  "smiles": "ON1CCOC1=S",
  "e_above_lowest_kj_mol": 205.3,
  "e_lumo_ev": 0.76,
  "total_energy_ha": -720.6683,
  "homo_energy_ev": -8.94
}

[2]
{
  "formula": "C3H5NO2S",
  "method": "the ωB97M-V functional and the def2-TZVPD basis",
  "elements": ["C", "C", "S", "C", "N", "O", "O", "H", "H", "H", "H", "H"],
  "xyz": [[-1.701772, -0.035055, 0.104571], [-0.303640, 0.363381, 0.395714], [0.415351, 1.882208, -0.270309], [0.775281, 0.142085, -0.620309], [1.938245, -0.435140, -0.011761], [2.549788, -1.119338, -0.788450], [2.182382, -0.286481, 1.166361], [-1.777768, 0.136031, -1.028935], [-2.479399, 0.468915, 0.701803], [-1.920948, -1.000592, 0.441576], [-0.120254, 0.009008, 1.455082], [0.442739, -0.125027, -1.545338]],
  "forces_ev_per_angstrom": [[-0.62, 1.94, -2.40], [-0.22, -0.67, 2.02], [0.04, -0.44, 0.50], [-1.73, 2.37, 3.67], [0.51, -0.48, -0.12], [1.25, -0.88, -0.47], [0.07, 0.19, -0.33], [-0.97, -0.54, 1.62], [0.50, 0.83, -0.61], [0.28, -2.08, -0.22], [0.80, 1.10, -1.27], [0.09, -1.33, -2.41]],
  "orbital_gap_ev": 9.60,
  "smiles": "C[C@@H]1S[C@H]1[N+](=O)[O-]",
  "e_above_lowest_kj_mol": 413.3,
  "e_lumo_ev": -0.18,
  "total_energy_ha": -720.5891,
  "homo_energy_ev": -9.78
}

[3]
{
  "formula": "C3H5NO2S",
  "method": "the ωB97M-V functional and the def2-TZVPD basis",
  "elements": ["C", "C", "C", "N", "O", "O", "S", "H", "H", "H", "H", "H"],
  "xyz": [[0.320825, 0.076718, 0.066923], [-0.956749, 0.661706, -0.048210], [1.565784, 0.794226, -0.124968], [-2.149685, -0.173362, -0.087974], [-3.185248, 0.477452, -0.238399], [-2.072652, -1.394328, -0.089931], [1.299009, -2.397663, -0.101563], [0.402127, -2.650464, 0.873592], [-1.163659, 1.701676, 0.259850], [2.081528, 0.537881, -1.041133], [2.316276, 0.421481, 0.545439], [1.542449, 1.944678, -0.013624]],
  "forces_ev_per_angstrom": [[-2.43, 0.04, -1.74], [3.28, -2.62, 1.73], [1.31, 1.71, 0.71], [-0.69, 0.02, -0.85], [0.51, -0.64, 0.36], [0.02, 1.06, 0.26], [-1.81, 2.95, 0.45], [0.17, -0.19, -0.17], [0.28, -0.61, -0.67], [-0.51, 0.06, -0.76], [0.26, -0.04, 0.93], [-0.39, -1.74, -0.24]],
  "orbital_gap_ev": [7.51, 7.51],
  "e_above_lowest_kj_mol": 694.5,
  "e_lumo_ev": [-2.32, -2.32],
  "total_energy_ha": -720.4820,
  "homo_energy_ev": [-9.83, -9.83]
}

[4]
{
  "formula": "C3H5NO2S3",
  "method": "the ωB97M-V functional and the def2-TZVPD basis",
  "elements": ["C", "C", "C", "N", "O", "O", "S", "S", "S", "H", "H", "H", "H", "H"],
  "xyz": [[0.562437, -0.710028, 0.027617], [-1.933117, -1.223873, 0.567463], [2.577900, 1.018626, -0.257239], [-0.148202, 0.708791, 0.294309], [-1.726029, 0.342605, -1.628784], [-2.512421, 1.401122, 0.497902], [-0.418481, -2.069771, 0.336209], [2.205338, -0.772620, -0.368171], [-1.677823, 0.472177, -0.183724], [-2.747296, -1.545592, -0.088855], [-2.352543, -1.426421, 1.603299], [1.836492, 1.421757, -0.867096], [3.587263, 1.211050, -0.734388], [2.746479, 1.172177, 0.801463]],
  "forces_ev_per_angstrom": [[-2.59, 5.33, 0.62], [-1.67, 0.10, -0.20], [3.21, -1.98, -0.30], [1.30, -3.87, -0.57], [-1.00, -0.71, 0.80], [-1.02, 0.24, -0.01], [0.15, -1.42, 0.01], [0.64, -0.05, -0.18], [3.34, 0.59, 0.53], [0.29, -0.84, -0.18], [0.86, 1.02, -0.93], [-1.53, 1.43, -0.04], [-1.05, -0.63, 0.34], [-0.94, 0.79, 0.12]],
  "orbital_gap_ev": [7.01, 3.75],
  "spin_multiplicity": 3,
  "e_above_lowest_kj_mol": 0.0,
  "s_squared": 2.008,
  "e_lumo_ev": [0.22, -4.68],
  "total_energy_ha": -1516.8696,
  "homo_energy_ev": [-6.79, -8.43]
}

[5]
{
  "formula": "C3H5NO3",
  "method": "the ωB97M-V functional and the def2-TZVPD basis",
  "elements": ["O", "C", "C", "O", "C", "N", "O", "H", "H", "H", "H", "H"],
  "xyz": [[-0.303585, 2.399331, -0.053615], [-0.206664, 1.171221, 0.126886], [0.931033, 0.216359, 0.415854], [1.953949, 0.095037, -0.575922], [-0.070629, -0.876808, 0.222863], [-1.086018, 0.131278, -0.039588], [-2.378567, -0.161964, -0.178204], [1.481191, 0.638595, 1.421338], [2.540009, -0.604055, -0.468413], [0.279681, -1.549056, -0.648095], [-0.466048, -1.717317, 0.949698], [-2.674350, 0.257382, -1.172804]],
  "forces_ev_per_angstrom": [[0.16, -3.23, 0.81], [-1.10, 4.62, -2.07], [3.35, 0.89, 2.10], [-2.18, 3.31, -0.73], [-1.46, -4.82, 0.38], [2.71, -0.97, 0.46], [-2.41, 2.33, -4.20], [-1.73, -1.81, -1.87], [1.28, -2.02, 0.93], [-0.76, 1.36, 0.74], [1.07, 2.06, -0.49], [1.07, -1.73, 3.93]],
  "orbital_gap_ev": 9.90,
  "smiles": "O=C1[C@H](O)CN1O",
  "e_above_lowest_kj_mol": 503.7,
  "e_lumo_ev": 0.42,
  "total_energy_ha": -397.6448,
  "homo_energy_ev": -9.47
}

[6]
{
  "formula": "C3H5NO3",
  "method": "the ωB97M-V functional and the def2-TZVPD basis",
  "elements": ["C", "C", "C", "O", "O", "N", "O", "H", "H", "H", "H", "H"],
  "xyz": [[-0.749724, 1.381617, -0.080961], [-0.247363, -0.020861, 0.078824], [-0.099080, -1.627595, -0.955364], [-1.144043, -1.013632, -0.254631], [1.613259, 0.543931, 1.210887], [0.653516, -0.385826, 1.002037], [0.873640, -2.228716, -0.478691], [2.278165, 0.089875, 1.751970], [-0.537345, -1.943471, -1.913451], [-0.805176, 1.875869, 0.888153], [-0.087440, 1.944113, -0.737287], [-1.748408, 1.384696, -0.511487]],
  "forces_ev_per_angstrom": [[0.51, 0.19, -0.76], [0.64, 2.25, 5.89], [0.68, -6.75, 0.18], [2.16, 0.20, -0.31], [0.22, 0.99, 0.34], [-2.09, 0.57, -2.23], [-2.63, 1.73, -2.36], [-0.38, 0.05, -0.17], [0.66, 0.70, -0.52], [0.23, -0.03, 0.00], [-0.06, 0.28, 0.05], [0.06, -0.17, -0.10]],
  "orbital_gap_ev": [8.91, 8.91],
  "e_above_lowest_kj_mol": 528.0,
  "e_lumo_ev": [-0.14, -0.14],
  "total_energy_ha": -397.6356,
  "homo_energy_ev": [-9.06, -9.05]
}

[7]
{
  "formula": "C3H5NO3",
  "method": "the ωB97M-V functional and the def2-TZVPD basis",
  "elements": ["N", "C", "O", "C", "O", "C", "O", "H", "H", "H", "H", "H"],
  "xyz": [[1.590491, 0.942432, 0.157062], [0.686846, 0.080243, 0.723745], [-0.252866, 0.491522, 1.426904], [0.777866, -1.323064, 0.591283], [-1.845166, -0.960669, -0.462020], [-1.897013, 0.205392, -0.883570], [-1.112659, 1.156502, -0.559077], [1.862348, 0.733110, -0.794681], [1.248244, 1.893149, 0.243308], [1.678512, -1.815806, 0.227337], [-0.060562, -1.901934, 0.953625], [-2.676042, 0.499122, -1.623916]],
  "forces_ev_per_angstrom": [[-0.09, 0.04, -0.02], [-0.28, 0.14, 0.02], [0.54, -0.04, 1.01], [-0.28, -0.29, -0.34], [0.43, -1.34, 0.10], [1.37, 3.45, 0.06], [-1.65, -1.28, -1.24], [0.12, -0.12, 0.17], [0.07, -0.10, -0.07], [-0.21, 0.07, -0.01], [0.16, 0.08, 0.11], [-0.16, -0.60, 0.21]],
  "orbital_gap_ev": [6.52, 5.26],
  "e_above_lowest_kj_mol": 555.1,
  "e_lumo_ev": [-2.60, -3.73],
  "total_energy_ha": -397.6253,
  "homo_energy_ev": [-9.12, -8.98]
}

[8]
{
  "formula": "C3H5NO3",
  "method": "the ωB97M-V functional and the def2-TZVPD basis",
  "elements": ["C", "N", "O", "C", "O", "C", "O", "H", "H", "H", "H", "H"],
  "xyz": [[0.291592, 1.181748, 0.776468], [0.936856, 0.276562, 1.366317], [1.147451, -0.807343, 0.496010], [-0.045187, -1.490075, -0.016931], [-0.623093, -0.760731, -1.120847], [-1.200771, 0.488294, -0.823468], [-0.159358, 1.284675, -0.484135], [0.105879, 2.140341, 1.372530], [-0.733899, -1.536776, 0.778486], [0.418067, -2.387395, -0.506700], [-1.463217, 0.743781, -1.805831], [-2.078616, 0.291502, -0.147355]],
  "forces_ev_per_angstrom": [[-0.39, 3.20, 2.04], [-0.50, -0.66, -0.87], [-0.31, -1.39, -0.28], [2.35, 2.03, -2.35], [0.20, -2.22, 0.76], [0.03, -3.27, -0.56], [0.32, 1.75, 0.98], [0.42, -1.44, -0.69], [-0.96, -0.70, 1.02], [-0.97, 0.58, 0.96], [-1.13, 1.11, -1.02], [0.93, 1.01, 0.02]],
  "orbital_gap_ev": 11.04,
  "smiles": "C1=NOCOCO1",
  "e_above_lowest_kj_mol": 451.4,
  "e_lumo_ev": 0.88,
  "total_energy_ha": -397.6648,
  "homo_energy_ev": -10.16
}